No. 1
Molecular formula: C8H12N2O2
Method: DFT, ωB97M-V with the def2-TZVPD basis set

Last columns: bonded neighbours and bond lengths (Å).
Positions of all 24 atoms, in Å:
1 C -0.045 2.349 2.335  C2 1.471, H13 1.121, H14 1.128, H15 1.041
2 C 0.413 1.851 1.029  C1 1.471, C3 1.360, N12 1.389
3 C 1.701 2.057 0.641  C2 1.360, C4 1.450, H16 1.074
4 C 2.253 1.182 -0.375  C3 1.450, O5 1.197, N6 1.437
5 O 3.298 1.465 -0.884  C4 1.197
6 N 1.571 -0.004 -0.813  C4 1.437, C7 1.310
7 C 0.289 -0.063 -0.546  N6 1.310, C8 1.561, N12 1.424
8 C -0.705 -1.221 -0.872  C7 1.561, C9 1.566, C10 1.549, O11 1.418
9 C -0.663 -2.282 0.279  C8 1.566, H17 1.092, H18 1.113, H19 1.060
10 C -0.460 -1.839 -2.270  C8 1.549, H20 1.061, H21 1.042, H22 1.063
11 O -2.025 -0.706 -0.926  C8 1.418, H23 1.026
12 N -0.295 0.853 0.373  C2 1.389, C7 1.424, H24 1.041
13 H -0.888 3.017 2.020  C1 1.121
14 H -0.405 1.609 3.106  C1 1.128
15 H 0.622 2.960 2.851  C1 1.041
16 H 2.354 2.797 1.065  C3 1.074
17 H -0.958 -3.263 -0.096  C9 1.092
18 H 0.374 -2.338 0.678  C9 1.113
19 H -1.320 -1.955 1.045  C9 1.060
20 H 0.139 -1.174 -2.839  C10 1.061
21 H 0.179 -2.654 -2.147  C10 1.042
22 H -1.373 -2.155 -2.713  C10 1.063
23 H -2.746 -1.415 -1.098  O11 1.026
24 H -1.311 0.928 0.155  N12 1.041

## Properties
SMILES string: Cc1cc(=O)nc(C(C)(C)O)[nH]1
orbital gap: 9.2893 eV
strongest force on any atom: 0.072 Eh/bohr
calculated total energy: -15564.8331 eV
charge: 0

---

No. 2
Molecular formula: C8H12N2O2S
Method: DFT, ωB97M-V with the def2-TZVPD basis set

Last columns: bonded neighbours and bond lengths (Å).
Positions of all 25 atoms, in Å:
1 C -2.218 2.187 -0.889  C2 1.497, H14 1.064, H15 1.168, H16 1.089
2 C -1.928 1.123 0.124  C1 1.497, C3 1.334, N6 1.339
3 C -2.662 0.297 0.871  C2 1.334, C4 1.439, H17 1.108
4 C -1.728 -0.387 1.726  C3 1.439, N5 1.368, H18 1.191
5 N -0.432 -0.020 1.486  C4 1.368, N6 1.380
6 N -0.657 0.821 0.415  C2 1.339, N5 1.380, C7 1.539
7 C 0.569 1.268 -0.400  N6 1.539, C8 1.578, H19 1.204, H20 1.167
8 C 0.992 0.228 -1.509  C7 1.578, S9 1.736, H21 1.107, H22 1.228
9 S 1.195 -1.463 -1.172  C8 1.736, C10 1.818
10 C 2.601 -1.533 -0.022  S9 1.818, C11 1.617, H23 1.168, H24 1.064
11 C 2.290 -2.808 0.922  C10 1.617, O12 1.197, O13 1.420
12 O 3.064 -3.720 0.976  C11 1.197
13 O 1.052 -2.850 1.617  C11 1.420, H25 1.038
14 H -1.635 3.069 -0.773  C1 1.064
15 H -3.353 2.449 -0.811  C1 1.168
16 H -1.832 2.009 -1.891  C1 1.089
17 H -3.760 0.150 0.829  C3 1.108
18 H -1.793 -1.434 2.291  C4 1.191
19 H 0.329 2.295 -0.981  C7 1.204
20 H 1.330 1.492 0.455  C7 1.167
21 H 1.776 0.774 -2.069  C8 1.107
22 H 0.052 0.143 -2.295  C8 1.228
23 H 3.631 -1.566 -0.572  C10 1.168
24 H 2.519 -0.551 0.379  C10 1.064
25 H 0.598 -1.975 1.292  O13 1.038

## Properties
SMILES string: Cc1ccnn1CCSCC(=O)O
orbital gap: 9.4924 eV
strongest force on any atom: 0.090 Eh/bohr
calculated total energy: -26398.5847 eV
charge: 0

---

- Among the records above, which one has the lowest orbital gap?
  C8H12N2O2